Record 1
C3H4N2O2S2 | the ωB97M-V functional and the def2-TZVPD basis

Output
ΔE to the lowest compared entry with this formula, charge and spin = 45.6 kcal/mol
Gap between HOMO and LUMO (alpha / beta) = 4.95 / 4.95 eV

Element x y z (Å)
S -0.88936 -1.79553 0.99552
S 1.60991 -0.71625 -1.76509
O 0.99553 2.92414 1.32768
O -2.09018 0.42132 -0.90134
N -0.53791 1.97669 0.00348
N 0.25853 0.64953 1.51822
C 0.34295 1.99456 1.01115
C -0.50302 -0.14529 0.74095
C -1.18834 0.72883 -0.18947
H 2.49585 0.37373 -1.81404
H -1.76423 -1.49734 -0.04229
H 1.00584 0.21645 2.02106
H -0.82207 2.86682 -0.55391

Löwdin atomic charge list, values in e, 4 entries:
1. S 0.934
2. S 0.017
3. O 0.165
4. O 0.121

---

Record 2
C19H48B2O10P | the ωB97M-V functional and the def2-TZVPD basis

Output
Gap between HOMO and LUMO = 6.49 eV
Net charge = -1

Element x y z (Å)
P 3.60486 2.50442 3.71963
O 3.50997 3.78981 2.90176
O 5.51621 -1.01508 3.56002
O 3.90660 -0.93830 -1.77617
O -2.95631 -3.26373 -1.37131
O 0.00292 3.15735 -4.22118
O 3.17798 -0.96400 4.38910
O -5.37092 -5.73799 -0.51355
O 4.11471 1.65109 0.45164
O 0.05972 2.71744 3.63243
O 5.39845 1.26716 2.31479
C -2.34274 2.68089 3.71500
C 2.78197 -0.24472 -2.31231
C 0.69188 1.20112 0.74228
C 3.24916 0.71274 -3.39635
C 1.79975 0.86814 1.15232
C -2.05748 -2.83196 -2.39189
C 0.90888 4.08477 -3.62083
C 0.58842 5.49036 -4.10610
C 3.37181 0.76045 1.24418
C 0.80784 3.98539 -2.10759
C -0.95507 2.52139 5.80342
C 4.02370 0.96793 2.71549
C -1.02137 -3.91503 -2.64604
C 1.77964 -1.25184 -2.85560
C -5.70972 -5.10788 0.72324
C -5.90460 -3.61837 0.49430
C -6.96538 -5.75110 1.29139
C -1.05011 2.16281 4.32778
C -2.84240 -2.51017 -3.65418
B 4.24170 -0.37903 3.59870
B 5.52830 1.28382 0.82890
H 2.47796 2.31975 4.59511
H -0.89081 3.39499 -3.94422
H -3.38376 -3.39214 -4.01188
H 3.53083 -0.35421 1.06625
H -4.99844 -3.17411 0.07587
H -0.20776 4.21618 -1.76818
H -7.80638 -5.64239 0.59905
H -0.43435 5.77224 -3.83552
H 4.31504 -1.44124 -2.49211
H -6.14848 -3.10280 1.42627
H 2.22849 -1.86193 -3.64735
H -3.59020 -1.73867 -3.45462
H -7.24113 -5.30122 2.24799
H -4.87369 -5.26760 1.40809
H -2.39255 2.42592 2.65370
H 1.46186 -1.94001 -2.06769
H 4.73260 2.70232 4.60313
H -1.49960 -4.84552 -2.96924
H -6.10490 -5.60202 -1.12623
H 1.91608 3.80670 -3.94038
H -3.40114 -4.06383 -1.68332
H -0.01792 2.15311 6.22738
H -2.18230 -2.15933 -4.45106
H 0.02444 3.67812 3.72942
H 1.02955 2.96897 -1.77388
H 1.27668 6.22241 -3.67732
H 2.40972 1.27336 -3.81727
H 1.50266 4.67187 -1.61924
H 3.74914 0.17074 -4.20693
H -1.78712 2.09344 6.36909
H -2.39574 3.77227 3.78213
H -0.47294 -4.14387 -1.72942
H -0.99654 1.07763 4.20932
H -0.30711 -3.60554 -3.41265
H 3.97633 1.42092 -2.99220
H -6.70917 -3.43605 -0.22591
H 5.65677 -1.47810 2.71164
H 2.32864 0.32017 -1.49481
H 5.65078 0.20165 0.29461
H 6.14840 2.18807 0.34049
H 0.89581 -0.75044 -3.26007
H -6.81394 -6.82317 1.43997
H -0.36049 1.27294 0.36862
H -3.21650 2.25777 4.21790
H 2.90185 -1.75838 3.88353
H 0.65422 5.54467 -5.19590
H -0.96089 3.60732 5.94159
H -1.56240 -1.92882 -2.02702

Löwdin atomic charge list, values in e, 4 entries:
1. P 0.783
2. O -0.478
3. O 0.107
4. O -0.053

---

Record 3
C3H7BrNS | the ωB97M-V functional and the def2-TZVPD basis

Output
ΔE to the lowest compared entry with this formula, charge and spin = 2.8 kcal/mol
SMILES = Br[C@@H]1[NH2+]CCS1
Gap between HOMO and LUMO = 9.99 eV
Net charge = +1

Element x y z (Å)
Br -0.60425 -2.59634 0.95786
S -1.43065 0.51844 1.05267
N 0.05750 -0.42039 -0.92523
C 0.87231 0.81259 -0.43097
C 0.36710 0.93000 1.02051
C -1.29887 -1.01931 0.13588
H -2.13581 -1.21656 -0.52501
H 0.89317 0.23842 1.67724
H 0.60509 1.67275 -1.03547
H -0.38097 -0.21348 -1.82394
H 1.93080 0.58064 -0.47539
H 0.67769 -1.22522 -1.04942
H 0.44689 1.93846 1.42126

Löwdin atomic charge list, values in e, 4 entries:
1. Br 0.771
2. S 0.887
3. N -0.001
4. C -0.131

---

Record 4
C8H9IN | the ωB97M-V functional and the def2-TZVPD basis

Output
ΔE to the lowest compared entry with this formula, charge and spin = 0.0 kcal/mol
Gap between HOMO and LUMO (alpha / beta) = 8.07 / 3.33 eV
Net charge = +1
Spin multiplicity = 3

Element x y z (Å)
I 3.69314 -0.28575 0.06371
N 0.11983 -0.75342 -0.23148
C -2.20486 -0.63981 0.38723
C 2.07357 2.20894 -0.48522
C -1.28393 -2.71251 -0.09741
C -0.90111 -0.08520 0.23884
C -0.07465 -2.08815 -0.32541
C 0.98430 2.96368 -0.20460
C -2.46333 -1.96526 0.10254
C 2.26466 1.10972 0.32232
H 1.58978 1.01677 1.11940
H -2.93970 0.07082 0.50587
H 2.60825 2.46663 -1.39149
H 0.82380 -2.75616 -0.43564
H 0.69640 3.73363 -0.85127
H -1.30210 -3.76743 -0.33763
H 0.43784 2.91003 0.68577
H -0.75398 0.87656 0.63208
H -3.36791 -2.30310 0.30238

Löwdin atomic charge list, values in e, 4 entries:
1. I 1.441
2. N 0.033
3. C -0.025
4. C -0.263

---

Record 5
C27H33N4RuSTe | the ωB97M-V functional and the def2-TZVPD basis

Output
ΔE to the lowest compared entry with this formula, charge and spin = 14.4 kcal/mol
Gap between HOMO and LUMO (alpha / beta) = 7.07 / 6.90 eV
Net charge = +2
Spin multiplicity = 2

Element x y z (Å)
Te -1.95475 0.46654 0.93534
Ru 0.22450 0.82176 -0.56261
S -1.45280 0.86471 -2.19350
N 1.16007 -0.22071 1.09818
N -1.60495 -1.00098 -4.06650
N 0.46798 -1.04674 -1.28713
N -0.07764 -1.46320 -2.44713
C 1.29256 0.14812 2.37057
C -3.89882 -0.12934 0.28713
C 2.64141 1.49724 -0.93535
C -5.89826 -0.89186 1.56975
C 1.28311 -1.83672 -0.65753
C -2.29569 -0.58019 2.77475
C -1.30718 -2.23066 -4.80497
C 0.00017 -2.12985 -5.57131
C -5.76986 -1.58520 3.86254
C 1.82111 1.74164 -2.05788
C 2.53243 -1.81526 2.88218
C -4.41484 -1.31454 3.86669
C 0.56278 3.35703 -0.70901
C -4.53205 -0.61390 1.56584
C 1.96358 -0.62402 3.30260
C -6.51494 -1.37283 2.70902
C 2.08053 1.06664 -3.37146
C 1.70105 -3.16409 -1.19048
C 1.65911 -1.40437 0.69108
C 0.83543 2.73380 -1.93623
C 3.53079 2.07544 1.33748
C 2.52045 2.22067 0.24587
C -0.54828 4.35438 -0.57528
C -3.78583 -0.82632 2.72221
C -0.98138 -0.66068 -2.94743
C 1.39011 3.04763 0.38256
C 2.37396 -2.21268 1.56172
H -4.36172 0.76511 -0.11829
H -0.91985 4.39445 0.44702
H -6.47832 -0.72703 0.67054
H 0.84187 -2.00223 -4.88840
H -0.02196 -1.29365 -6.26960
H -1.72555 -1.50269 2.84997
H 2.67813 0.16523 -3.24493
H 0.16268 -3.04103 -6.14503
H 4.38892 2.71351 1.11188
H -6.24659 -1.96094 4.75715
H -2.01919 0.10851 3.56737
H -0.18592 5.34898 -0.84164
H 1.17763 -3.96557 -0.66391
H 2.77861 -3.15386 1.22087
H 2.63003 1.74762 -4.02404
H -7.57563 -1.58203 2.69981
H 3.90063 1.05247 1.41092
H 3.07904 -2.43910 3.57606
H 3.14007 2.39042 2.30323
H -1.28498 -3.05516 -4.09367
H -1.37617 4.11621 -1.24234
H 1.14971 0.80924 -3.87553
H 1.18917 3.52527 1.33582
H -2.29727 -0.36769 -4.43388
H 0.85066 1.10109 2.63887
H -3.83421 -1.48036 4.76557
H 1.46379 -3.23706 -2.24624
H 0.21360 2.98474 -2.78464
H 3.42861 0.75705 -1.03013
H -3.85834 -0.91222 -0.46659
H 2.77123 -3.31546 -1.04850
H -2.14234 -2.40130 -5.48206
H 2.04328 -0.28759 4.32595

Löwdin atomic charge list, values in e, 4 entries:
1. Te 1.423
2. Ru 0.793
3. S 0.665
4. N -0.055